Formula: C8H12O8Si
Source: OMol25
Level of theory: ωB97M-V/def2-TZVPD

## Properties
**Electronic energy**: -32752.684 eV
**Largest force on an atom**: 5.3 eV/Å
**SMILES**: CC(=O)O[Si](OC(C)=O)(OC(C)=O)OC(C)=O

Geometry as XYZ:
```
29
Properties=species:S:1:pos:R:3:forces:R:3
C 1.659206 -0.202923 2.945988 0.74 -0.36 -0.77
C 1.806616 1.140150 2.263015 2.04 2.94 3.46
O 2.242844 2.073914 2.934824 -0.74 -1.76 -1.47
O 1.485374 1.469324 0.973646 -0.97 -1.62 -0.62
Si 0.235823 0.624259 0.345065 -0.27 -1.07 -0.08
O -0.728527 1.646470 -0.479081 0.75 -0.37 -0.19
C -1.157413 1.593869 -1.752637 -1.24 -0.25 -1.98
C -1.631050 2.968967 -2.192340 -1.68 -1.60 -0.16
O -1.251609 0.600335 -2.463131 0.68 1.64 1.65
O -0.738773 0.113158 1.582969 0.10 -0.11 -0.69
C -1.840450 -0.591203 1.252053 -4.40 -1.13 2.75
C -2.123996 -1.085433 -0.151200 0.42 2.35 0.22
O -2.753835 -0.775741 2.097930 3.51 0.71 -2.23
O 0.511109 -0.696670 -0.671416 0.87 1.07 -0.14
C 1.536019 -1.559155 -0.539372 1.27 0.89 1.46
C 1.790298 -2.423612 -1.704618 0.54 -2.60 -0.97
O 2.207032 -1.507972 0.472124 -0.21 -0.67 -1.13
H 2.161874 -0.140538 3.881413 0.53 0.44 0.63
H 2.088279 -1.046997 2.406692 -0.29 0.36 -0.03
H 0.646632 -0.402577 3.180175 -1.00 -0.22 0.03
H -2.246507 2.664920 -3.133945 1.01 1.48 1.61
H -0.729258 3.537586 -2.377747 -0.08 0.45 -0.33
H -2.220464 3.429135 -1.321763 0.73 -0.52 -1.58
H -1.327628 -0.977734 -0.858224 0.02 -0.85 -0.06
H -2.778447 -0.283346 -0.531845 -0.64 -0.77 0.18
H -2.553910 -2.045479 -0.068426 -0.68 -0.81 -0.21
H 1.628875 -3.552994 -1.461959 -0.20 2.07 -0.28
H 2.848542 -2.456164 -2.043310 -0.44 0.52 0.74
H 1.233343 -2.113552 -2.584883 -0.38 -0.20 0.19
```
Positions in Å, forces in eV/Å.

For reference, the natural (NBO) charges in units of e are:
1 C -0.756
2 C 0.779
3 O -0.540
4 O -0.849
5 Si 2.482
6 O -0.887
7 C 0.816
8 C -0.725
9 O -0.576
10 O -0.865
11 C 0.787
12 C -0.761
13 O -0.570
14 O -0.871
15 C 0.817
16 C -0.745
17 O -0.598
18 H 0.249
19 H 0.272
20 H 0.259
21 H 0.250
22 H 0.245
23 H 0.248
24 H 0.263
25 H 0.247
26 H 0.255
27 H 0.264
28 H 0.263
29 H 0.247

=====

Formula: C8H13BI2IrN4O
Source: OMol25
Level of theory: ωB97M-V/def2-TZVPD

## Properties
**2S+1**: 2
**⟨S²⟩**: 0.76
**Electronic energy**: -36212.609 eV
**Largest force on an atom**: 0.3 eV/Å
**Charge**: +2

Geometry as XYZ:
```
30
Properties=species:S:1:pos:R:3:forces:R:3
Ir -0.043221 1.085207 0.518077 -0.07 0.23 0.14
I 1.604331 2.668197 2.083233 0.00 -0.06 -0.10
C 0.507878 4.335526 1.358224 0.00 0.07 0.07
I -1.319726 3.520871 0.662131 -0.09 -0.02 -0.11
H 1.041794 4.779191 0.526231 0.02 -0.01 -0.01
H 0.317828 5.035330 2.164927 0.01 -0.01 0.01
B -0.599163 -2.383234 -0.065572 -0.09 -0.09 -0.09
N -1.679504 -1.249925 -0.290506 0.04 0.08 0.16
C -2.870226 -1.545834 -0.766998 -0.09 0.02 -0.04
C -3.626047 -0.373595 -0.946860 0.00 -0.06 0.00
C -2.805810 0.629062 -0.541078 0.07 0.02 0.10
N -1.608871 0.101429 -0.108221 -0.07 -0.19 -0.13
N 0.719423 -1.819246 0.552099 0.06 -0.05 0.14
C 1.749808 -2.606573 0.844324 -0.07 -0.05 -0.06
C 2.839901 -1.832225 1.237101 -0.01 -0.04 -0.03
C 2.387190 -0.543646 1.166747 -0.09 0.12 0.04
N 1.079075 -0.540482 0.773536 0.30 0.02 0.05
H -1.064339 -3.183621 0.688854 0.00 0.01 0.01
H -0.345420 -2.832168 -1.147007 0.04 0.03 -0.01
H -3.131954 -2.574910 -0.959906 0.00 0.01 0.00
H -4.632316 -0.295504 -1.319643 0.00 0.00 0.00
H -2.997527 1.686626 -0.526927 0.00 0.01 -0.02
H 1.653239 -3.676406 0.745264 -0.01 0.01 0.00
H 3.818574 -2.172315 1.526289 0.00 0.00 0.00
H 2.927543 0.372081 1.343398 -0.02 -0.08 0.01
C 1.240632 0.618995 -1.947058 -0.02 0.05 -0.05
O 0.738003 1.636786 -1.059817 0.08 -0.07 0.03
H 0.525091 -0.198270 -2.048009 0.01 0.02 -0.02
H 2.189431 0.242802 -1.559204 -0.02 0.00 -0.05
H 1.384391 1.115842 -2.903627 0.02 0.03 -0.02
```
Positions in Å, forces in eV/Å.

For reference, the natural (NBO) charges in units of e are:
1 Ir 1.191
2 I 0.483
3 C -0.697
4 I 0.474
5 H 0.271
6 H 0.276
7 B 0.135
8 N -0.245
9 C 0.111
10 C -0.270
11 C -0.012
12 N -0.353
13 N -0.252
14 C 0.075
15 C -0.285
16 C -0.037
17 N -0.358
18 H 0.009
19 H -0.005
20 H 0.270
21 H 0.282
22 H 0.220
23 H 0.267
24 H 0.279
25 H 0.222
26 C -0.298
27 O -0.427
28 H 0.209
29 H 0.219
30 H 0.246

=====

Formula: C8H13BO
Source: OMol25
Level of theory: ωB97M-V/def2-TZVPD

## Properties
**Electronic energy**: -11229.511 eV
**Largest force on an atom**: 5.6 eV/Å
**SMILES**: CC(C)OB1C=CC=CC1

Geometry as XYZ:
```
23
Properties=species:S:1:pos:R:3:forces:R:3
C -2.897228 0.775669 0.964705 -1.80 0.66 0.70
C -1.848361 0.103794 0.166455 -1.51 -3.09 -0.77
C -2.494170 -0.526792 -1.183597 0.26 2.27 2.82
O -0.820894 0.957430 -0.112499 5.50 -0.33 -0.78
B 0.697113 0.448377 -0.176755 -3.53 0.85 0.75
C 1.833779 1.542178 -0.153616 -3.25 -0.44 -0.39
C 3.052841 1.120176 0.064586 1.51 0.43 -0.48
C 3.393761 -0.283111 0.113920 1.34 0.30 0.23
C 2.555806 -1.301749 0.176953 0.67 -2.77 -0.90
C 1.065872 -1.130062 0.002951 1.00 1.14 -0.06
H -3.654242 1.330681 0.331646 1.19 -0.07 0.64
H -3.530998 0.057869 1.493917 0.15 -0.32 -0.16
H -2.467951 1.371841 1.774833 -0.08 0.39 -0.36
H -1.469543 -0.817152 0.703486 -0.33 0.91 -0.11
H -3.395327 -1.074546 -1.030215 -0.60 -0.53 0.52
H -1.699689 -1.157681 -1.365544 1.39 -1.39 -1.99
H -2.737905 0.310772 -1.810441 0.47 0.12 -0.83
H 1.631406 2.590921 -0.268590 -0.14 0.31 0.03
H 3.863395 1.875618 0.062363 -0.26 -0.73 0.26
H 4.453742 -0.413760 0.026603 0.48 -0.63 0.34
H 3.007539 -2.426283 0.152518 -1.19 2.84 0.16
H 0.638746 -1.555778 0.896228 -0.81 -0.15 0.35
H 0.822305 -1.798413 -0.829902 -0.46 0.22 0.02
```
Positions in Å, forces in eV/Å.

For reference, the natural (NBO) charges in units of e are:
1 C -0.629
2 C 0.131
3 C -0.633
4 O -0.705
5 B 1.002
6 C -0.561
7 C -0.130
8 C -0.284
9 C -0.097
10 C -0.858
11 H 0.205
12 H 0.210
13 H 0.217
14 H 0.136
15 H 0.203
16 H 0.203
17 H 0.210
18 H 0.227
19 H 0.208
20 H 0.210
21 H 0.207
22 H 0.261
23 H 0.265

=====

Formula: C8H13BrN2O3S
Source: OMol25
Level of theory: ωB97M-V/def2-TZVPD

## Properties
**Electronic energy**: -98502.011 eV
**Largest force on an atom**: 7.8 eV/Å
**SMILES**: CSC1=C(Br)[C@@H](OC(=O)N(C)C)N(C)O1

Geometry as XYZ:
```
28
Properties=species:S:1:pos:R:3:forces:R:3
C -2.727134 -2.532427 3.465354 1.69 3.55 -2.30
S -2.644295 -2.966453 1.684079 -2.25 -0.89 0.41
C -1.277331 -2.309149 1.037418 6.62 0.14 -4.13
C -0.502519 -2.642225 -0.345943 -1.77 2.20 5.86
Br -1.339420 -3.140673 -1.882724 -0.69 -0.60 -0.94
C 0.533329 -1.540632 -0.393877 -0.03 -0.34 0.93
O -0.000245 -0.509315 -1.256820 0.88 0.95 -0.33
C 0.907351 0.481046 -1.574214 0.74 -0.07 0.61
O 2.036584 0.434129 -1.112540 -0.42 0.46 -0.56
N 0.432959 1.469845 -2.429143 -0.46 -1.88 2.12
C 1.107809 2.772961 -2.456948 -0.91 -0.44 -2.40
C -1.000897 1.494009 -2.630403 -1.25 0.99 4.79
N 0.708289 -1.062934 0.990286 -1.54 -0.44 -0.27
C 1.943677 -1.518195 1.570575 0.53 -0.61 0.59
O -0.393264 -1.604923 1.823874 -1.20 -0.29 -1.00
H -3.713901 -2.459811 3.780224 -1.96 0.02 0.09
H -2.261557 -1.491504 3.561328 -0.49 -1.60 0.13
H -2.244174 -3.246742 4.008070 1.55 -1.75 1.50
H 1.607804 -1.765165 -0.598386 -1.25 -0.18 -1.16
H 2.144034 2.485117 -2.589081 0.39 0.76 0.75
H 0.801409 3.114914 -3.495092 0.42 0.32 1.21
H 0.802932 3.569439 -1.711286 0.52 -1.30 -0.46
H -1.092490 1.998668 -3.509933 -1.14 1.00 -2.66
H -1.575704 0.533142 -2.495147 1.14 1.05 -0.59
H -1.461250 2.259049 -1.757448 0.82 -1.84 -2.12
H 1.977429 -2.733969 1.721851 0.19 3.16 -0.08
H 2.663165 -1.119745 0.840210 0.18 -0.75 0.11
H 2.161984 -0.810605 2.421410 -0.32 -1.61 -0.10
```
Positions in Å, forces in eV/Å.

For reference, the natural (NBO) charges in units of e are:
1 C -0.707
2 S 0.376
3 C 0.132
4 C -0.358
5 Br 0.108
6 C 0.145
7 O -0.543
8 C 0.907
9 O -0.663
10 N -0.450
11 C -0.417
12 C -0.397
13 N -0.126
14 C -0.464
15 O -0.381
16 H 0.232
17 H 0.249
18 H 0.220
19 H 0.229
20 H 0.242
21 H 0.195
22 H 0.205
23 H 0.191
24 H 0.253
25 H 0.152
26 H 0.203
27 H 0.241
28 H 0.225